{
  "formula": "C4H7NO",
  "method": "ωB97M-V with the def2-TZVPD basis set",
  "symbols": ["C", "C", "C", "N", "C", "O", "H", "H", "H", "H", "H", "H", "H"],
  "positions_angstrom": [[-0.77794, 0.54661, 1.25074], [0.12973, 0.64881, 0.03122], [1.11895, -0.53687, -0.12045], [0.25254, -1.03419, -1.18562], [-0.55606, 0.07153, -1.22204], [-1.46638, 0.40548, -1.93833], [-0.21187, 0.66823, 2.18014], [-1.56030, 1.30948, 1.21530], [-1.25972, -0.43846, 1.25801], [0.56478, 1.64611, -0.09353], [1.19788, -1.19008, 0.75602], [2.11870, -0.25304, -0.46749], [0.31057, -1.83703, -1.79481]],
  "forces_ev_per_angstrom": [[0.02, 0.05, 0.00], [0.03, 0.11, 0.07], [0.18, -0.01, 0.17], [-0.08, -0.08, -0.25], [-0.27, 0.09, -0.13], [0.33, -0.16, 0.23], [-0.09, 0.01, -0.13], [0.08, -0.11, 0.01], [0.05, 0.16, 0.10], [-0.10, -0.21, 0.00], [-0.05, 0.07, -0.16], [-0.14, -0.05, 0.08], [0.04, 0.13, 0.02]],
  "de_lowest_kj_mol": 78.2,
  "homo_lumo_gap_ev": 10.7,
  "molar_mass_g_mol": 85.11,
  "e_homo_ev": -9.7255,
  "smiles": "C[C@H]1CNC1=O"
}

---

{
  "formula": "AlH4O2",
  "method": "ωB97M-V with the def2-TZVPD basis set",
  "symbols": ["Al", "O", "H", "H", "O", "H", "H"],
  "positions_angstrom": [[0.16480, -13.01428, -7.68346], [1.13845, -13.31610, -10.27935], [0.76786, -14.04414, -10.86544], [1.62478, -12.67987, -10.89524], [-2.45162, -13.58876, -6.95773], [-3.11383, -12.82927, -6.94020], [-2.81068, -14.28105, -6.31346]],
  "forces_ev_per_angstrom": [[-1.02, -0.26, -0.89], [0.69, -0.84, 0.54], [-0.28, 0.57, 0.35], [-0.71, 0.23, 0.55], [0.03, 0.04, -0.84], [0.58, -0.18, 0.25], [0.71, 0.44, 0.04]],
  "de_lowest_kj_mol": 238.0,
  "total_charge": 3,
  "homo_lumo_gap_ev": 4.8,
  "molar_mass_g_mol": 63.01,
  "e_homo_ev": -27.7037
}

---

{
  "formula": "C6H13N4O",
  "method": "ωB97M-V with the def2-TZVPD basis set",
  "symbols": ["C", "C", "C", "C", "C", "C", "N", "N", "N", "N", "O", "H", "H", "H", "H", "H", "H", "H", "H", "H", "H", "H", "H", "H"],
  "positions_angstrom": [[-2.28526, -0.05471, -0.28180], [-2.20902, 1.39252, -0.35585], [-4.18262, -1.57789, 0.12289], [0.25043, 1.52611, -0.13012], [1.63963, -0.54322, -0.02679], [4.01431, -0.17748, -0.16279], [-3.31729, -0.69968, -0.13118], [-1.04049, 1.94437, 0.38605], [0.45702, 0.07314, -0.00258], [1.87338, -1.84378, 0.34215], [2.64118, 0.24704, -0.31292], [-2.09076, 1.83836, -1.37418], [-3.08886, 1.83165, 0.12761], [-4.36092, -1.94733, 1.15505], [-4.80474, -2.08746, -0.63447], [0.42437, 1.80760, -1.16683], [1.00439, 2.00769, 0.46265], [4.59003, -0.44777, -1.13396], [3.96877, -1.11413, 0.38555], [4.63574, 0.55991, 0.34617], [-1.11356, 2.08862, 1.33214], [-0.57229, -0.36749, -0.33789], [0.97521, -2.32908, 0.43713], [2.59134, -2.12701, 0.95396]],
  "forces_ev_per_angstrom": [[0.75, -1.32, -0.98], [0.32, 3.06, 1.14], [-0.95, -0.92, 0.54], [-0.09, 0.70, 0.66], [-0.02, 0.87, 0.99], [1.16, -1.57, -1.02], [-0.07, -0.82, 0.14], [0.70, -1.25, -4.13], [-1.16, -2.42, -1.05], [-3.24, 0.80, -1.67], [0.90, 0.60, -0.29], [-0.47, -0.93, 0.46], [-0.07, 0.24, -0.35], [0.30, 0.70, -0.60], [0.63, 0.69, 0.06], [-0.41, 0.23, -0.14], [0.47, 0.33, 0.21], [-1.68, 0.74, 1.15], [0.70, 0.28, 0.20], [-0.66, 0.14, 0.12], [-0.21, 0.01, 2.42], [1.48, 0.01, 1.36], [0.80, -0.04, 0.31], [0.82, -0.12, 0.48]],
  "de_lowest_kj_mol": 348.9,
  "total_charge": 1,
  "homo_lumo_gap_ev": 9.2,
  "molar_mass_g_mol": 157.20,
  "e_homo_ev": -11.9167
}

---

{
  "formula": "C5H8N2O",
  "method": "ωB97M-V with the def2-TZVPD basis set",
  "symbols": ["C", "C", "C", "C", "C", "H", "H", "H", "H", "H", "H", "H", "H", "N", "N", "O"],
  "positions_angstrom": [[-2.34303, -0.27218, -0.33268], [-0.88067, -0.37298, -0.38553], [0.03643, -1.15139, -1.38516], [0.22087, 0.30490, -1.26182], [0.86894, 0.36287, 0.97716], [-2.93510, -0.19325, -1.21794], [-2.71482, -1.12086, 0.14432], [-2.56846, 0.59437, 0.26327], [0.77250, -1.75813, -0.83552], [-0.45665, -1.65829, -2.21129], [0.17028, 0.94181, -2.12132], [2.08329, 1.30260, -0.74856], [2.28104, 1.20644, 1.97629], [1.26208, 0.68769, -0.39926], [1.40685, 0.66898, 2.08453], [-0.34123, -0.25484, 0.91025]],
  "forces_ev_per_angstrom": [[-0.05, 1.10, -0.11], [3.07, 0.72, -2.23], [-0.91, -1.46, 1.66], [-0.53, -0.06, -0.76], [0.99, 1.78, -1.63], [0.31, 0.13, -1.10], [-0.65, -1.48, 1.13], [-0.31, 0.36, 0.39], [-0.21, 0.17, -0.55], [0.10, 0.39, -0.03], [-0.79, 0.26, -0.35], [-2.27, -1.61, 1.48], [-0.66, -0.52, -0.14], [1.26, 0.75, 1.94], [0.16, -0.23, -0.56], [0.51, -0.30, 0.86]],
  "de_lowest_kj_mol": 208.9,
  "homo_lumo_gap_ev": 9.4,
  "molar_mass_g_mol": 112.13,
  "e_homo_ev": -8.5993,
  "smiles": "[H]/N=C1\\N[C@H]2C[C@@]2(C)O1"
}

---

Copy entry 3 word for word.
{
  "formula": "C6H13N4O",
  "method": "ωB97M-V with the def2-TZVPD basis set",
  "symbols": ["C", "C", "C", "C", "C", "C", "N", "N", "N", "N", "O", "H", "H", "H", "H", "H", "H", "H", "H", "H", "H", "H", "H", "H"],
  "positions_angstrom": [[-2.28526, -0.05471, -0.28180], [-2.20902, 1.39252, -0.35585], [-4.18262, -1.57789, 0.12289], [0.25043, 1.52611, -0.13012], [1.63963, -0.54322, -0.02679], [4.01431, -0.17748, -0.16279], [-3.31729, -0.69968, -0.13118], [-1.04049, 1.94437, 0.38605], [0.45702, 0.07314, -0.00258], [1.87338, -1.84378, 0.34215], [2.64118, 0.24704, -0.31292], [-2.09076, 1.83836, -1.37418], [-3.08886, 1.83165, 0.12761], [-4.36092, -1.94733, 1.15505], [-4.80474, -2.08746, -0.63447], [0.42437, 1.80760, -1.16683], [1.00439, 2.00769, 0.46265], [4.59003, -0.44777, -1.13396], [3.96877, -1.11413, 0.38555], [4.63574, 0.55991, 0.34617], [-1.11356, 2.08862, 1.33214], [-0.57229, -0.36749, -0.33789], [0.97521, -2.32908, 0.43713], [2.59134, -2.12701, 0.95396]],
  "forces_ev_per_angstrom": [[0.75, -1.32, -0.98], [0.32, 3.06, 1.14], [-0.95, -0.92, 0.54], [-0.09, 0.70, 0.66], [-0.02, 0.87, 0.99], [1.16, -1.57, -1.02], [-0.07, -0.82, 0.14], [0.70, -1.25, -4.13], [-1.16, -2.42, -1.05], [-3.24, 0.80, -1.67], [0.90, 0.60, -0.29], [-0.47, -0.93, 0.46], [-0.07, 0.24, -0.35], [0.30, 0.70, -0.60], [0.63, 0.69, 0.06], [-0.41, 0.23, -0.14], [0.47, 0.33, 0.21], [-1.68, 0.74, 1.15], [0.70, 0.28, 0.20], [-0.66, 0.14, 0.12], [-0.21, 0.01, 2.42], [1.48, 0.01, 1.36], [0.80, -0.04, 0.31], [0.82, -0.12, 0.48]],
  "de_lowest_kj_mol": 348.9,
  "total_charge": 1,
  "homo_lumo_gap_ev": 9.2,
  "molar_mass_g_mol": 157.20,
  "e_homo_ev": -11.9167
}